ORCA calculation (wB97M-V/def2-TZVPD) on C18H20FN3OS in the gas phase.

For the relative energy (zero: lowest compared OMol25 entry of this formula, charge and spin), the calculation gives 5.9 kcal per mole. For the gap between HOMO and LUMO, the calculation gives 8.784 eV. For the highest occupied orbital energy, the calculation gives -8.16 eV. Its spin multiplicity is 1.

Bonds (Å) are listed after each position.
Atoms and positions in Å:
1 S -1.716 1.938 1.251  C12 1.718, C14 1.738
2 F 3.684 -2.080 0.725  C22 1.356
3 O 3.872 2.615 -0.063  C16 1.355, C18 1.409
4 N 1.479 -3.416 -0.270  N6 1.326, C10 1.358, H34 1.008
5 N -2.522 -1.275 -0.143  C17 1.465, C20 1.446, C23 1.463
6 N 0.598 -4.400 -0.157  N4 1.326, C13 1.318
7 C 3.826 0.217 0.350  C16 1.391, C22 1.381, H30 1.078
8 C -2.533 1.920 -1.171  C11 1.413, C14 1.363, H35 1.076
9 C 1.901 1.413 -0.436  C15 1.375, C16 1.397, H43 1.078
10 C 0.946 -2.198 0.006  N4 1.358, C21 1.392, C24 1.455
11 C -1.717 3.067 -1.042  C8 1.413, C12 1.356, H27 1.076
12 C -1.209 3.205 0.207  S1 1.718, C11 1.356, H29 1.072
13 C -0.530 -3.829 0.214  N6 1.318, C21 1.405, H44 1.071
14 C -2.641 1.197 -0.021  S1 1.738, C8 1.363, C23 1.504
15 C 1.170 0.249 -0.434  C9 1.375, C24 1.398, H32 1.077
16 C 3.239 1.418 -0.035  O3 1.355, C7 1.391, C9 1.397
17 C -1.419 -1.469 0.801  N5 1.465, C21 1.490, H37 1.100, H42 1.096
18 C 5.223 2.673 0.333  O3 1.409, H31 1.089, H39 1.094, H40 1.094
19 C -3.979 -0.228 1.552  C23 1.527, H33 1.086, H36 1.087, H38 1.087
20 C -2.167 -1.350 -1.542  N5 1.446, H25 1.101, H28 1.090, H41 1.088
21 C -0.386 -2.436 0.334  C10 1.392, C13 1.405, C17 1.490
22 C 3.066 -0.936 0.340  F2 1.356, C7 1.381, C24 1.392
23 C -3.357 -0.113 0.162  N5 1.463, C14 1.504, C19 1.527, H26 1.099
24 C 1.725 -0.970 -0.032  C10 1.455, C15 1.398, C22 1.392
25 H -1.527 -0.526 -1.894  C20 1.101
26 H -4.169 -0.142 -0.578  C23 1.099
27 H -1.525 3.755 -1.846  C11 1.076
28 H -3.085 -1.340 -2.130  C20 1.090
29 H -0.566 3.972 0.591  C12 1.072
30 H 4.855 0.147 0.661  C7 1.078
31 H 5.513 3.718 0.238  C18 1.089
32 H 0.147 0.273 -0.770  C15 1.077
33 H -4.420 -1.213 1.674  C19 1.086
34 H 2.434 -3.622 -0.519  N4 1.008
35 H -3.034 1.652 -2.084  C8 1.076
36 H -3.235 -0.072 2.329  C19 1.087
37 H -0.916 -0.524 1.054  C17 1.100
38 H -4.755 0.525 1.666  C19 1.087
39 H 5.857 2.061 -0.316  C18 1.094
40 H 5.349 2.356 1.373  C18 1.094
41 H -1.653 -2.290 -1.728  C20 1.088
42 H -1.864 -1.868 1.720  C17 1.096
43 H 1.454 2.343 -0.749  C9 1.078
44 H -1.412 -4.414 0.381  C13 1.071